# 1
Here is a structure of composition C44H37F3GeN3O7Tc at a distorted geometry from the OMol25 dataset. Energies are from ωB97M-V/def2-TZVPD.

Its spin multiplicity is 1. The gap between HOMO and LUMO is 7.55 eV. The relative energy (zero: lowest compared OMol25 entry of this formula, charge and spin) is 0.000 eV.

Structure (XYZ):
```
96
C44H37F3GeN3O7Tc (ωB97M-V/def2-TZVPD)
Tc -1.0623 1.9768 -1.0152
C 3.9416 0.9844 5.3121
O 2.7339 1.0330 4.5616
C 1.7375 0.2258 4.9762
C 1.7906 -0.5641 6.1058
C 0.7079 -1.3834 6.4328
C -0.4038 -1.4117 5.6138
C -0.4492 -0.6205 4.4631
C 0.6121 0.2156 4.1437
N 0.6996 1.0318 3.0001
C -0.2365 1.2012 2.0193
N -1.4945 1.3202 2.4607
C -2.5682 1.9186 1.7729
C -2.6188 2.1504 0.4096
C -3.6897 2.9287 -0.0521
C -4.6972 3.3805 0.7876
C -4.6582 3.0818 2.1402
C -3.5856 2.3681 2.6189
O -3.4024 2.1268 3.9517
C -4.5219 1.5406 4.6259
N 0.1006 1.3156 0.7654
C 1.4752 0.9805 0.4626
C 2.3047 1.9367 -0.1071
C 3.6575 1.6833 -0.3232
C 4.1896 0.4597 0.0445
C 3.3723 -0.5238 0.5996
C 2.0199 -0.2786 0.7939
O 1.1863 -1.1762 1.3524
C 1.7893 -2.3068 1.9932
H 4.6318 1.6614 4.8266
H 4.3608 -0.0229 5.3164
H 3.7779 1.3126 6.3390
H 2.6675 -0.5459 6.7441
H 0.7515 -1.9991 7.3252
H -1.2469 -2.0516 5.8551
H -1.3029 -0.6920 3.7963
H 1.6419 1.2606 2.7355
H -1.6059 1.3788 3.4534
H -3.7514 3.2178 -1.0891
H -5.5085 3.9773 0.3791
H -5.4325 3.4372 2.8153
H -5.4280 2.1293 4.4898
H -4.2730 1.5166 5.6792
H -4.7007 0.5266 4.2686
H 1.8835 2.9089 -0.3475
H 4.2886 2.4509 -0.7618
H 5.2502 0.2593 -0.0939
H 3.7973 -1.4845 0.8790
H 0.9907 -2.8268 2.5091
H 2.5364 -1.9848 2.7256
H 2.2487 -2.9809 1.2686
O 0.3537 5.8045 -0.9955
C -0.0481 4.7184 -1.2684
O -0.2017 3.6788 -0.4053
C -0.4852 4.2929 -2.6795
O -0.3617 4.9604 -3.6502
O -1.0086 3.0262 -2.6727
F -2.2979 0.5868 -3.3403
C -2.7235 1.1568 -2.1675
F -3.4672 0.2229 -1.5109
F -3.5861 2.1338 -2.5629
C -0.6813 0.3463 -1.5754
Ge 0.0707 -1.1700 -2.6227
C -0.9713 -1.5148 -4.2207
C -2.2619 -2.0463 -4.1155
C -2.9889 -2.3498 -5.2585
C -2.4270 -2.1420 -6.5163
C -1.1446 -1.6194 -6.6294
C -0.4167 -1.2983 -5.4832
C -0.1107 -2.7949 -1.5834
C -1.1610 -2.8798 -0.6603
C -1.4327 -4.0797 -0.0089
C -0.6507 -5.2032 -0.2607
C 0.3976 -5.1297 -1.1740
C 0.6601 -3.9322 -1.8400
C 1.7993 -0.5472 -3.2322
C 1.8512 0.7546 -3.7460
C 3.0056 1.2264 -4.3603
C 4.1197 0.4003 -4.4709
C 4.0837 -0.8924 -3.9525
C 2.9260 -1.3645 -3.3354
H -2.7052 -2.2185 -3.1366
H -3.9960 -2.7452 -5.1712
H -2.9911 -2.3903 -7.4091
H -0.7063 -1.4594 -7.6089
H 0.5805 -0.8785 -5.5796
H -1.7659 -2.0024 -0.4452
H -2.2663 -4.1424 0.6888
H -0.8614 -6.1387 0.2505
H 1.0037 -6.0079 -1.3812
H 1.4572 -3.9009 -2.5768
H 0.9809 1.4038 -3.6763
H 3.0337 2.2379 -4.7562
H 5.0158 0.7628 -4.9660
H 4.9576 -1.5345 -4.0275
H 2.9147 -2.3738 -2.9292
```



# 2
Here is a structure of composition C44H37GeN2S4Ta at a distorted geometry from the OMol25 dataset. Energies are from ωB97M-V/def2-TZVPD.

Its spin multiplicity is 1. The gap between HOMO and LUMO is 5.32 eV. The relative energy (zero: lowest compared OMol25 entry of this formula, charge and spin) is 1.683 eV.

Structure (XYZ):
```
89
C44H37GeN2S4Ta (ωB97M-V/def2-TZVPD)
Ta 0.2165 -0.1825 -0.0763
S 1.3262 -2.4553 1.3386
C -0.2042 -3.0481 2.0615
C -0.0469 -4.0608 3.0166
C -1.1303 -4.6300 3.6578
C -2.4216 -4.2215 3.3360
C -2.5916 -3.2189 2.4007
C -1.4938 -2.6036 1.7970
S -1.9116 -1.2334 0.6884
C -2.4096 0.0047 1.9358
C -1.3732 1.0344 2.3358
C -1.7284 1.9649 3.3033
C -0.8660 2.9959 3.5891
C 0.3372 3.0842 2.9101
C 0.6596 2.1202 1.9754
C 1.9894 2.2269 1.2595
S 2.1118 1.3002 -0.2977
C 1.6732 2.5201 -1.5817
C 2.4368 3.6686 -1.7811
C 2.1669 4.5096 -2.8467
C 1.1528 4.1619 -3.7371
C 0.4174 3.0051 -3.5464
C 0.6588 2.1585 -2.4604
S -0.4298 0.7158 -2.2006
N -0.1828 1.0905 1.7136
H 0.9558 -4.4128 3.2317
H -0.9703 -5.4120 4.3895
H -3.2818 -4.6849 3.8011
H -3.5894 -2.8933 2.1267
H -2.7646 -0.5310 2.8147
H -3.2613 0.5439 1.5147
H -2.6866 1.8808 3.7983
H -1.1328 3.7429 4.3265
H 1.0239 3.8991 3.0952
H 2.7542 1.7722 1.8925
H 2.2532 3.2756 1.1181
H 3.2477 3.9025 -1.0988
H 2.7472 5.4112 -2.9944
H 0.9390 4.7986 -4.5867
H -0.3692 2.7358 -4.2430
N -1.5831 3.1622 -0.1655
C -2.5766 4.0841 0.1761
C -3.9222 3.7130 0.1480
C -4.9049 4.6016 0.5590
C -4.5717 5.8732 1.0085
C -3.2332 6.2447 1.0336
C -2.2442 5.3633 0.6237
H -0.7112 3.5707 -0.4732
H -1.8714 2.4556 -0.8317
H -4.1938 2.7250 -0.2097
H -5.9442 4.2982 0.5192
H -5.3405 6.5641 1.3272
H -2.9540 7.2363 1.3692
H -1.2018 5.6639 0.6443
C 1.0129 -1.9734 -0.3074
Ge 1.0866 -3.0670 -1.8970
C -0.7732 -3.5913 -2.2058
C -1.4023 -4.3964 -1.2494
C -2.7627 -4.6695 -1.3174
C -3.5256 -4.1344 -2.3487
C -2.9202 -3.3283 -3.3024
C -1.5564 -3.0594 -3.2300
C 1.7743 -2.0841 -3.4262
C 1.5058 -2.5361 -4.7196
C 1.9719 -1.8435 -5.8312
C 2.7255 -0.6890 -5.6644
C 3.0270 -0.2419 -4.3847
C 2.5558 -0.9389 -3.2799
C 2.2050 -4.6527 -1.7365
C 1.6945 -5.9444 -1.8643
C 2.5296 -7.0545 -1.7802
C 3.8889 -6.8854 -1.5648
C 4.4142 -5.6050 -1.4369
C 3.5779 -4.5004 -1.5232
H -0.8273 -4.8113 -0.4257
H -3.2280 -5.2915 -0.5614
H -4.5873 -4.3422 -2.4057
H -3.5115 -2.8991 -4.1025
H -1.1101 -2.4032 -3.9690
H 0.9230 -3.4395 -4.8712
H 1.7452 -2.2041 -6.8272
H 3.0811 -0.1427 -6.5293
H 3.6199 0.6549 -4.2465
H 2.7932 -0.5835 -2.2842
H 0.6347 -6.0914 -2.0406
H 2.1172 -8.0506 -1.8854
H 4.5398 -7.7485 -1.4987
H 5.4763 -5.4692 -1.2736
H 4.0044 -3.5064 -1.4281
```